(1)
The following is a quantum chemistry calculation of one molecule with the formula C6H12N2 at a distorted geometry, from OMol25.

Properties
Electronic energy: -9395.14961 eV
HOMO level: -7.66 eV
SMILES: CC1=CN(C)[C@]1(C)N
LUMO: 1.02 eV
Net charge: 0

Element x y z (Å)
C: -2.193 0.721 0.633
C: -0.046 -1.365 -1.387
C: 2.436 0.627 0.061
C: 0.001 -0.545 -0.113
C: 0.953 0.615 -0.042
N: -0.040 -1.362 1.025
C: -0.017 1.530 -0.219
N: -1.136 0.708 -0.345
H: 0.018 -0.859 1.900
H: -0.786 -2.045 1.027
H: -0.014 2.602 -0.362
H: -2.880 -0.104 0.431
H: -1.834 0.636 1.672
H: -2.753 1.655 0.541
H: -0.963 -1.952 -1.429
H: 0.805 -2.047 -1.408
H: -0.013 -0.706 -2.248
H: 2.891 0.075 -0.764
H: 2.768 0.162 0.991
H: 2.803 1.652 0.037



(2)
The following is a quantum chemistry calculation of one molecule with the formula C6H12N2 at a distorted geometry, from OMol25.

Properties
Electronic energy: -9393.72066 eV
HOMO level: -8.63 eV
SMILES: CN[C@H](C)[C@H]1N=C1C
LUMO: 1.05 eV
Net charge: 0

Element x y z (Å)
C: 0.227 1.000 -1.070
C: 0.009 2.283 -0.422
C: -0.219 -0.317 -0.512
C: 0.330 3.100 0.782
C: -0.552 -1.257 -1.772
C: 0.535 -1.701 1.421
N: -0.692 2.138 -1.469
N: 0.905 -0.865 0.303
H: 1.048 0.597 -1.691
H: 1.527 -1.313 -0.388
H: -1.188 -0.338 0.114
H: -0.276 3.954 0.836
H: 1.378 3.233 0.697
H: 0.185 2.512 1.694
H: -1.041 -0.618 -2.576
H: -1.335 -2.032 -1.458
H: 0.370 -1.796 -2.147
H: 0.908 -1.272 2.310
H: -0.544 -1.511 1.509
H: 0.767 -2.738 1.393



(3)
The following is a quantum chemistry calculation of one molecule with the formula C6H12N2 at a distorted geometry, from OMol25.

Properties
Electronic energy: -9393.19533 eV
HOMO level (alpha / beta): -7.28 / -6.21 eV
LUMO (alpha / beta): 0.62 / 0.50 eV
Net charge: 0

Element x y z (Å)
C: 0.662 0.631 0.096
C: -1.507 0.023 1.835
C: 0.490 -0.718 0.662
N: 1.897 0.775 -0.662
N: 1.296 -1.699 0.160
C: -0.625 -0.977 1.463
C: -0.738 0.973 -0.824
C: -0.849 0.143 -1.947
H: 0.636 1.379 0.887
H: 1.719 0.558 -1.638
H: 2.257 1.718 -0.606
H: 1.276 -2.610 0.589
H: 2.183 -1.373 -0.203
H: -0.901 -2.014 1.630
H: -0.806 2.043 -1.043
H: -1.177 1.033 2.034
H: -1.501 0.760 0.032
H: -2.452 -0.238 2.293
H: -0.621 -0.915 -1.872
H: -1.240 0.508 -2.887



(4)
The following is a quantum chemistry calculation of one molecule with the formula C6H12N2 at a distorted geometry, from OMol25.

Properties
Electronic energy: -9391.97788 eV
HOMO level (alpha / beta): -8.56 / -8.56 eV
LUMO (alpha / beta): 0.70 / 0.71 eV
Net charge: 0

Element x y z (Å)
C: -0.579 -1.335 0.160
C: -2.489 0.159 -0.708
C: -1.917 -0.685 0.410
C: 0.512 -0.314 0.429
C: 1.800 -0.827 -0.236
C: 0.667 2.187 0.178
N: -1.792 0.712 0.332
N: 0.081 0.958 -0.253
H: -0.327 -2.202 0.742
H: -0.480 -1.594 -0.884
H: -1.930 -0.101 -1.603
H: -3.463 0.486 -0.880
H: -2.664 -1.173 1.131
H: 0.632 -0.152 1.513
H: 2.617 -0.203 -0.163
H: 1.685 -0.761 -1.265
H: 1.966 -1.838 0.035
H: -0.173 3.022 -0.012
H: 1.148 2.449 1.199
H: 1.364 2.396 -0.703



(5)
The following is a quantum chemistry calculation of a 2-piece molecular cluster, C6H12N2 overall at a distorted geometry, from OMol25.

Properties
Electronic energy: -9396.58524 eV
HOMO level: -8.67 eV
SMILES: Cc1c[nH]cn1.CC
LUMO: 0.89 eV
Net charge: 0

Element x y z (Å)
C: -1.889 1.145 0.672
C: -1.199 2.472 0.350
H: -1.786 0.541 -0.232
H: -1.383 0.568 1.443
H: -2.925 1.341 0.941
H: -0.150 2.263 0.102
H: -1.118 3.136 1.213
H: -1.588 3.008 -0.510
C: 1.838 -0.436 1.156
C: 1.182 -1.651 -2.093
C: 1.252 -1.053 -0.024
C: 0.042 -1.646 -0.201
N: 1.976 -1.126 -1.213
N: -0.022 -1.992 -1.547
H: 1.478 -1.805 -3.117
H: -0.896 -2.302 -1.932
H: -0.849 -1.734 0.394
H: 2.218 0.570 0.961
H: 2.698 -0.903 1.653
H: 1.123 -0.398 1.985



(6)
The following is a quantum chemistry calculation of C6H12N2 as an isolated structure at a distorted geometry, from OMol25.

Properties
Electronic energy: -9389.38893 eV
HOMO level: -8.21 eV
LUMO: 1.05 eV
Net charge: 0

Element x y z (Å)
C: -1.894 0.702 -0.023
C: -0.581 -0.171 -0.149
C: 0.434 0.387 0.912
C: 1.599 -0.786 0.615
C: 0.487 0.282 -1.067
C: 0.818 1.527 -0.123
H: -1.800 1.812 0.596
H: -2.481 -0.297 0.492
H: -2.274 0.940 -1.176
H: -0.928 -2.429 -0.465
H: -1.931 -1.343 0.796
H: 0.087 0.335 1.893
H: 2.754 -0.792 1.262
H: 1.090 -1.632 1.056
H: 2.154 -0.860 -1.549
H: 0.217 0.356 -2.047
H: 1.905 2.032 -0.068
H: 0.240 2.253 -0.050
N: -1.317 -1.535 -0.164
N: 1.422 -0.783 -0.739



(7)
The following is a quantum chemistry calculation of one molecule with the formula C6H12N2 at a distorted geometry, from OMol25.

Properties
Electronic energy: -9394.91030 eV
HOMO level: -8.99 eV
SMILES: C=NC(=C)C[C@H](C)N
LUMO: 1.03 eV
Net charge: 0

Element x y z (Å)
C: 1.531 -1.671 0.967
C: 0.984 -0.230 0.880
C: -0.561 -0.160 0.726
C: -0.942 -0.061 -0.722
C: -0.728 -0.983 -1.641
C: -0.887 1.901 -1.880
N: -1.473 1.246 -0.981
N: 1.502 0.376 2.118
H: 1.455 -2.210 0.018
H: 2.595 -1.589 1.172
H: 0.946 -2.209 1.717
H: 1.513 0.251 0.054
H: -0.865 -1.128 1.139
H: -0.926 0.544 1.466
H: -1.020 -0.683 -2.645
H: -0.472 -2.029 -1.560
H: -1.044 2.952 -2.143
H: -0.047 1.611 -2.521
H: 1.540 -0.308 2.865
H: 1.024 1.204 2.445



(8)
The following is a quantum chemistry calculation of C6H12N2 as an isolated structure at a distorted geometry, from OMol25.

Properties
Electronic energy: -9389.34613 eV
HOMO level: -8.60 eV
LUMO: 0.77 eV
Net charge: 0

Element x y z (Å)
C: -0.606 0.507 -0.006
C: 0.201 0.855 -1.277
C: 1.575 0.186 -1.074
C: 0.432 -1.283 1.080
C: -0.847 -0.888 0.332
C: -2.106 0.043 -0.016
H: -0.748 1.141 1.949
H: -0.451 2.313 0.918
H: -0.282 2.051 -1.695
H: -0.344 0.306 -1.972
H: 1.921 -0.430 -2.277
H: 2.417 1.027 -0.711
H: 1.191 -1.834 -0.398
H: 0.806 -0.711 1.985
H: 0.628 -2.428 1.088
H: -0.624 -1.433 -0.628
H: -2.697 0.003 -0.995
H: -2.799 0.256 0.904
N: -0.239 1.385 1.033
N: 1.536 -0.926 0.052



(9)
The following is a quantum chemistry calculation of one molecule with the formula C6H12N2 at a distorted geometry, from OMol25.

Properties
Electronic energy: -9395.44805 eV
HOMO level: -8.02 eV
SMILES: [H]/N=C\N(C)/C(C)=C\C
LUMO: 0.84 eV
Net charge: 0

Element x y z (Å)
C: -0.304 -1.562 -0.251
C: 0.759 1.806 0.689
C: 2.047 -0.696 -0.450
C: -1.578 -1.743 0.523
C: 0.583 -0.525 -0.136
C: -1.128 0.983 -0.776
N: 0.077 0.758 -0.059
N: -1.970 1.951 -0.640
H: 0.084 -2.505 -0.639
H: -1.740 2.529 0.167
H: -1.247 0.371 -1.685
H: 0.084 2.576 1.074
H: 1.264 1.403 1.574
H: 1.510 2.297 0.063
H: 2.240 -1.639 -0.970
H: 2.631 -0.685 0.476
H: 2.416 0.102 -1.103
H: -2.391 -1.964 -0.175
H: -1.491 -2.593 1.206
H: -1.846 -0.864 1.114



(10)
The following is a quantum chemistry calculation of a 2-piece molecular cluster, C6H12N2 overall at a distorted geometry, from OMol25.

Properties
Electronic energy: -9386.67671 eV
HOMO level (alpha / beta): -11.81 / -11.80 eV
Expectation value of S²: 0.7599
Spin multiplicity: 2
LUMO (alpha / beta): -4.02 / -7.39 eV
Net charge: +1

Element x y z (Å)
C: 0.809 2.320 0.786
C: -0.063 1.260 1.300
C: -1.364 1.466 1.707
N: -2.124 0.598 2.391
H: 0.264 3.253 0.611
H: 1.613 2.603 1.476
H: 1.291 2.064 -0.160
H: 0.260 0.230 1.133
H: -1.858 2.424 1.586
H: -2.867 1.036 2.922
H: -1.673 -0.164 2.888
C: -0.018 -2.412 -2.050
C: -0.341 -2.066 -0.798
C: 2.016 -1.512 -2.621
N: 1.288 -2.530 -2.502
H: -0.821 -2.622 -2.746
H: 0.327 -2.001 0.054
H: -1.382 -1.910 -0.539
H: 2.942 -1.513 -3.188
H: 1.702 -0.522 -2.250



(11)
The following is a quantum chemistry calculation of C6H12N2O as an isolated structure at a distorted geometry, from OMol25.

Properties
Electronic energy: -11442.92735 eV
HOMO level: -7.57 eV
LUMO: 0.87 eV
Net charge: 0

Element x y z (Å)
C: 1.591 0.859 -1.000
C: -0.954 -1.327 -1.240
C: -0.621 -1.294 1.263
C: -1.173 0.859 0.029
C: 0.843 0.830 0.314
C: -0.659 -0.487 -0.019
N: 1.666 0.693 1.408
O: -2.362 1.235 -0.484
N: -0.270 1.691 0.479
H: -2.386 2.202 -0.504
H: 1.248 0.787 2.319
H: 2.652 0.532 1.291
H: 2.271 1.717 -1.006
H: 0.900 0.956 -1.832
H: 2.185 -0.046 -1.133
H: -1.910 -1.856 -1.145
H: -1.001 -0.723 -2.146
H: -0.600 -0.657 2.146
H: -1.503 -1.941 1.331
H: -0.178 -2.086 -1.369
H: 0.260 -1.943 1.296